# 1
DFT (ωB97M-V with the def2-TZVPD basis set) results for 3 unconnected molecules or ions with the total composition C3H9N3O2 in a non-equilibrium geometry.

Properties
Kohn-Sham gap, Ha: 0.375
Structure (SMILES): [H]/N=C(\C)O.C#[N+][O-].N
E_HOMO, eV: -9.40
Molar mass, g/mol: 119.1
LUMO level, hartree: 0.030
E_tot, Ha: -434.31588
Largest force on an atom, Eh/bohr: 0.139
Total charge: 0

Cartesian coordinates (Å):
O  -0.91  2.22  -1.17
O  -1.17  -0.76  -1.15
N  -1.12  2.74  -0.10
N  0.11  -0.41  0.64
N  2.61  1.06  -0.21
C  -0.57  -1.22  -0.09
C  -1.09  3.22  0.95
C  -0.79  -2.72  0.06
H  -1.10  0.29  -1.33
H  -1.36  3.76  1.76
H  3.33  0.54  -0.79
H  -1.11  -3.08  -0.88
H  1.83  1.18  -0.69
H  2.23  0.31  0.46
H  0.17  -3.30  0.23
H  0.43  -0.81  1.57
H  -1.49  -3.02  0.74


# 2
DFT (ωB97M-V with the def2-TZVPD basis set) results for a molecular structure, C19H39O3P3RuS in a non-equilibrium geometry.

Properties
Kohn-Sham gap (spin up / spin down), Ha: 0.306 / 0.188
Multiplicity: 5
E_HOMO (spin up / spin down), eV: -18.87 / -18.85
Molar mass, g/mol: 541.6
LUMO level (spin up / spin down), hartree: -0.388 / -0.505
E_tot, Ha: -2488.58469
Largest force on an atom, Eh/bohr: 0.180
Total charge: +4

Cartesian coordinates (Å):
Ru  0.06  0.52  -1.45
S  -0.17  -2.07  2.93
P  4.16  -1.91  0.09
P  -1.39  4.47  -0.95
P  -3.07  -2.96  0.40
O  0.53  -1.92  1.60
O  2.01  2.58  0.00
O  -2.15  1.34  0.76
C  -3.73  -3.87  1.87
C  1.32  1.84  -0.57
C  -0.89  -0.98  -2.47
C  -0.37  5.57  -1.95
C  1.34  -0.11  -2.91
C  0.80  -3.19  3.94
C  4.94  -0.40  -0.60
C  0.51  -1.17  -2.55
C  -1.44  0.27  -2.83
C  -0.60  1.29  -3.27
C  5.33  -3.27  -0.29
C  0.09  -0.53  3.82
C  0.78  1.12  -3.28
C  -1.40  1.03  -0.08
C  -1.69  -4.10  -0.04
C  4.34  -1.61  1.89
C  -4.31  -3.28  -0.91
C  -3.07  4.55  -1.59
C  -1.42  5.10  0.74
H  5.26  -2.06  2.29
H  -1.55  -1.75  -2.12
H  -0.43  4.93  1.18
H  0.94  -2.12  -2.25
H  -3.81  -3.58  -1.84
H  6.28  -3.17  0.27
H  -3.11  3.96  -2.51
H  -0.24  0.28  3.17
H  -4.82  -2.33  -1.09
H  -2.11  4.48  1.33
H  0.66  5.50  -1.58
H  -5.05  -4.03  -0.60
H  1.41  1.96  -3.59
H  5.52  -3.29  -1.39
H  2.42  -0.22  -2.90
H  1.15  -0.44  4.06
H  4.32  -0.52  2.08
H  1.61  -2.64  4.43
H  -0.76  6.59  -1.93
H  -1.75  -5.03  0.54
H  -4.26  -3.13  2.49
H  -0.74  -3.60  0.19
H  4.82  -4.22  -0.04
H  -2.50  0.45  -2.77
H  3.45  -2.03  2.39
H  4.76  -0.39  -1.68
H  -3.74  4.03  -0.88
H  -1.70  6.17  0.74
H  -1.73  -4.32  -1.11
H  -3.36  5.59  -1.76
H  1.20  -3.98  3.29
H  -1.03  2.27  -3.51
H  -0.52  -0.56  4.74
H  -0.34  5.15  -2.97
H  -4.41  -4.66  1.55
H  -2.88  -4.26  2.43
H  6.01  -0.33  -0.40
H  0.13  -3.63  4.68
H  4.43  0.49  -0.20


# 3
DFT (ωB97M-V with the def2-TZVPD basis set) results for 3 unconnected molecules or ions with the total composition C25H33BrF22N4O7PS in a non-equilibrium geometry.

Properties
Kohn-Sham gap, Ha: 0.265
E_HOMO, eV: -11.94
Molar mass, g/mol: 1062.5
LUMO level, hartree: -0.174
E_tot, Ha: -7228.24338
Largest force on an atom, Eh/bohr: 0.086
Total charge: +1

Cartesian coordinates (Å):
Br  4.27  2.07  -4.30
S  3.12  -0.52  -0.97
P  1.23  0.06  -3.11
F  -0.81  -4.53  -1.08
F  2.84  0.65  1.45
F  0.95  -9.63  0.43
F  -7.74  1.01  5.26
F  -3.20  1.01  0.80
F  -2.19  -7.68  -1.88
F  -6.07  2.30  5.81
F  -1.71  2.33  5.46
F  -3.14  0.15  -1.13
F  0.06  -6.03  -2.40
F  -0.06  -8.64  -2.80
F  -4.44  1.13  7.35
F  -3.77  2.94  5.21
F  -6.22  -0.32  3.44
F  3.63  -1.30  1.43
F  -1.83  -0.55  0.39
F  4.88  0.22  0.79
F  -5.46  -0.46  5.47
F  -2.63  -5.72  -2.72
F  -3.07  2.75  7.85
F  -0.09  -10.65  -1.94
F  -1.00  -8.86  -0.09
O  2.74  -1.89  -0.98
O  4.83  3.96  -0.89
O  -1.90  2.87  -0.31
O  -3.17  0.81  4.84
O  4.19  -0.36  -1.89
O  5.86  5.25  0.44
O  0.83  -7.58  -0.34
N  2.96  2.61  -1.63
N  1.06  2.32  -0.28
N  5.38  4.20  0.39
N  1.81  0.46  -1.46
C  -2.16  -6.36  -1.62
C  -5.63  0.40  4.44
C  2.66  4.44  -5.00
C  0.68  1.57  -4.04
C  -0.36  -0.90  -2.92
C  -4.24  0.81  3.91
C  -0.02  1.50  0.31
C  -3.20  1.62  7.12
C  -0.74  -5.88  -1.32
C  -0.05  -6.51  -0.09
C  -6.57  1.53  4.82
C  1.92  1.85  -1.12
C  2.65  5.23  1.30
C  4.20  2.69  -0.86
C  -1.33  1.60  -0.55
C  -2.38  0.55  -0.13
C  0.50  -9.44  -1.86
C  0.29  -8.86  -0.46
C  2.18  4.00  1.23
C  2.63  3.75  -2.48
C  -2.99  1.93  5.64
C  1.09  3.73  0.20
C  -0.26  -2.05  -1.91
C  3.47  3.79  -3.83
C  3.64  -0.17  0.79
H  1.56  -9.54  -2.08
H  0.16  3.93  0.73
H  -0.30  1.94  1.28
H  1.60  4.60  -4.76
H  2.57  3.20  1.86
H  4.91  1.96  -1.26
H  0.14  2.32  -3.43
H  1.58  3.80  -2.79
H  0.28  0.48  0.52
H  1.52  2.03  -4.56
H  4.30  4.47  -3.63
H  -0.02  1.23  -4.81
H  -0.51  -1.35  -3.91
H  -1.96  3.03  0.64
H  1.11  4.45  -0.62
H  0.21  -1.72  -0.97
H  -6.79  2.17  3.95
H  2.82  4.74  -2.03
H  0.59  -5.73  0.32
H  2.93  5.60  2.29
H  -1.24  -0.25  -2.76
H  -1.22  -2.50  -1.66
H  -2.83  -6.14  -0.78
H  -2.47  0.88  7.47
H  -3.96  0.05  3.19
H  -1.09  1.60  -1.62
H  -0.77  -6.74  0.70
H  2.73  3.75  -5.85
H  0.38  -2.86  -2.27
H  2.78  5.87  0.43
H  4.07  2.41  0.20
H  -4.28  1.74  3.34
H  3.12  5.38  -5.33


# 4
DFT (ωB97M-V with the def2-TZVPD basis set) results for 10 unconnected molecules or ions with the total composition C34H60O30 in a non-equilibrium geometry.

Properties
Kohn-Sham gap, Ha: 0.390
Structure (SMILES): C[C@H]1COC(=O)O1.C[C@H]1COC(=O)O1.C[C@H]1COC(=O)O1.C[C@H]1COC(=O)O1.COC(=O)OC.COC(=O)OC.COC(=O)OC.COC(=O)OC.COC(=O)OC.COC(=O)OC
E_HOMO, eV: -10.72
Molar mass, g/mol: 948.8
LUMO level, hartree: -0.004
E_tot, Ha: -3588.54008
Largest force on an atom, Eh/bohr: 0.157
Total charge: 0

Cartesian coordinates (Å):
O  3.52  -11.02  -1.00
O  -6.86  7.30  -1.15
O  -2.48  -9.73  5.11
O  -5.29  7.09  -2.77
O  13.83  3.31  -5.12
O  1.30  -10.51  -1.36
O  5.38  10.66  -1.98
O  -5.90  5.28  -1.45
O  -6.72  2.79  -6.85
O  1.63  0.59  8.61
O  -4.56  -10.17  6.05
O  4.55  9.12  -3.56
O  -6.68  3.36  -9.11
O  2.70  -8.88  -1.29
O  1.36  -0.51  -1.51
O  -4.34  6.12  6.82
O  -3.82  -8.07  5.88
O  0.48  -2.21  -2.74
O  -3.94  8.07  7.69
O  12.26  3.77  -3.66
O  2.43  1.60  10.47
O  -3.01  -11.21  -10.61
O  4.49  8.63  -1.41
O  0.68  0.43  10.62
O  14.27  2.96  -2.83
O  -4.96  2.30  -8.07
O  -1.21  -10.21  -10.06
O  -0.65  -1.15  -0.97
O  -1.39  -10.79  -12.21
O  -5.94  7.68  6.71
C  1.15  0.15  -0.26
C  15.64  2.61  -3.06
C  -0.34  -0.03  -0.16
C  0.60  0.02  12.99
C  -1.84  -10.78  -11.06
C  -4.01  -11.45  -11.60
C  1.50  0.92  9.79
C  4.68  8.62  -0.02
C  1.62  1.56  -0.32
C  -3.69  -9.36  5.68
C  0.94  -11.90  -1.56
C  -7.53  6.42  -0.28
C  5.01  9.72  -4.72
C  -8.04  3.28  -6.77
C  2.60  -10.25  -1.20
C  -9.08  6.47  -0.44
C  4.87  9.60  -2.30
C  13.46  3.30  -3.98
C  2.18  1.71  11.81
C  -3.03  -7.04  5.33
C  -2.16  5.89  6.08
C  -6.10  2.99  -8.07
C  11.65  3.61  -2.43
C  3.82  -8.14  -1.01
C  -4.18  1.88  -6.84
C  -6.92  4.99  -0.56
C  -3.04  5.98  7.31
C  0.77  1.07  11.88
C  0.43  -1.44  -1.77
C  -2.20  -11.03  4.74
C  -1.60  -10.07  -8.74
C  -5.97  6.55  -1.89
C  -2.90  7.23  8.18
C  -4.81  7.26  7.00
H  -0.46  -0.03  0.92
H  -1.85  7.53  8.07
H  -4.67  -12.28  -11.38
H  -3.29  1.33  -7.13
H  11.33  2.58  -2.31
H  5.36  9.44  0.22
H  0.42  -11.98  -2.51
H  3.75  8.77  0.52
H  0.11  1.93  12.00
H  -8.47  2.77  -5.91
H  1.68  -0.30  0.58
H  -2.15  -7.35  4.77
H  -1.08  5.76  6.13
H  4.44  -8.68  -0.29
H  5.20  7.79  0.45
H  -7.29  6.58  0.77
H  -0.15  -0.72  12.71
H  -0.87  0.87  -0.48
H  -2.81  5.08  7.88
H  -1.15  -11.20  4.49
H  -4.69  1.37  -6.02
H  4.37  -8.16  -1.95
H  -3.29  7.13  9.19
H  -3.54  -11.70  -12.55
H  2.88  1.20  12.47
H  -2.09  -10.94  -8.31
H  0.26  -12.33  -0.82
H  -2.46  -11.63  5.62
H  -2.43  -9.36  -8.68
H  -9.37  6.03  -1.40
H  -6.46  4.84  0.42
H  15.93  2.52  -2.01
H  1.49  -0.48  13.37
H  -8.10  4.36  -6.67
H  -9.56  7.44  -0.34
H  10.70  4.14  -2.39
H  -2.19  6.83  5.53
H  0.20  0.42  13.93
H  -2.68  -6.47  6.19
H  -3.73  2.76  -6.39
H  2.59  1.40  -0.79
H  4.77  10.79  -4.71
H  2.24  2.77  12.05
H  4.38  9.22  -5.46
H  -9.51  5.83  0.32
H  -3.66  -6.34  4.77
H  3.79  -7.10  -0.71
H  -2.63  5.05  5.57
H  -7.61  4.21  -0.88
H  -0.85  -9.67  -8.05
H  -8.61  3.03  -7.66
H  0.93  2.06  -1.00
H  15.82  1.58  -3.40
H  -2.88  -11.38  3.97
H  16.21  3.33  -3.65
H  -4.50  -10.49  -11.77
H  1.62  2.06  0.65
H  1.79  -12.57  -1.64
H  12.18  3.86  -1.51
H  6.08  9.54  -4.83